# C5H10N4

C5H10N4 in the gas phase at a distorted geometry (ωB97M-V with the def2-TZVPD basis set, OMol25).

XYZ file:
```
19
Properties=species:S:1:pos:R:3:lowdin_charge:R:1
H -1.63 1.12 2.82 0.0485
N -1.25 1.75 2.08 0.1159
C -0.80 1.06 1.06 -0.3100
N -0.10 1.74 -0.07 0.1544
C 0.20 0.88 -0.89 -0.4932
C 0.92 1.23 -2.11 -0.0016
N 0.03 -0.43 -0.56 -0.1352
N -0.09 -1.54 -1.43 0.0605
C -0.65 -0.47 0.76 -0.2343
C 0.25 -1.11 1.88 -0.0508
H 0.40 0.59 -2.87 0.0924
H 0.90 2.31 -2.23 0.0932
H 1.89 0.84 -1.91 0.0789
H -0.78 -1.35 -2.13 0.0712
H 0.92 -1.90 -1.73 0.1496
H -1.58 -0.98 0.82 0.1227
H 1.12 -0.48 2.20 0.0872
H 0.68 -2.17 1.61 0.1062
H -0.44 -1.09 2.70 0.0443
```

Properties
LUMO, eV: 0.618
HOMO-LUMO gap, eV: 9.43
Total charge: 0
F_max, eV/A: 5.738
HOMO energy, eV: -8.82

=====

# C41H42N8O6PS2Sc

A molecular structure, C41H42N8O6PS2Sc at a distorted geometry (ωB97M-V with the def2-TZVPD basis set, OMol25).

XYZ file:
```
101
Properties=species:S:1:pos:R:3:lowdin_charge:R:1
Sc -0.84 -0.23 0.03 0.7290
N -0.73 4.00 -2.31 0.1377
C -1.09 3.10 -1.37 -0.1169
N -1.23 1.84 -1.57 0.1280
C -0.98 1.32 -2.83 -0.2725
N -1.16 0.08 -3.12 0.0785
N -1.49 -0.83 -2.19 -0.0102
C -2.36 -1.71 -2.56 -0.0418
C -2.81 -2.75 -1.67 -0.2563
C -3.57 -3.82 -2.16 -0.0083
C -4.07 -4.75 -1.27 -0.0607
C -3.81 -4.57 0.08 -0.0405
C -3.02 -3.50 0.47 -0.1069
N -2.51 -2.63 -0.37 0.1070
C -0.60 2.23 -3.91 -0.0778
C -0.43 1.79 -5.22 -0.0099
C -0.13 2.70 -6.22 -0.0766
C 0.01 4.05 -5.92 -0.0744
C -0.16 4.50 -4.62 -0.0158
C -0.48 3.60 -3.61 -0.1739
H -0.66 4.97 -2.07 0.1618
H -1.27 3.50 -0.38 0.1052
H -2.83 -1.62 -3.54 0.1385
H -3.76 -3.91 -3.22 0.1112
H -4.64 -5.60 -1.61 0.1073
H -4.23 -5.25 0.82 0.1039
H -2.79 -3.35 1.52 0.1056
H -0.54 0.74 -5.43 0.1114
H -0.02 2.36 -7.24 0.1030
H 0.22 4.75 -6.71 0.1060
H -0.05 5.55 -4.39 0.1119
O -4.50 0.83 -0.65 0.0589
C -3.58 0.95 0.15 -0.5743
O -2.65 0.07 0.31 -0.2296
C -3.50 2.18 1.02 -0.1510
C -4.67 2.93 1.15 -0.0312
C -4.71 4.09 1.91 -0.0969
C -3.55 4.51 2.55 -0.1009
C -2.39 3.79 2.43 -0.1393
C -2.33 2.62 1.67 -0.5988
S -0.75 1.84 1.60 0.6609
H -5.55 2.57 0.64 0.1131
H -5.63 4.64 2.01 0.0950
H -3.57 5.42 3.14 0.0964
H -1.49 4.10 2.94 0.0892
N -0.19 -3.07 3.55 0.1398
C -0.75 -2.54 4.72 -0.2372
C -0.45 -3.12 5.94 -0.0263
C -1.07 -2.66 7.10 -0.0920
C -1.96 -1.60 7.04 -0.0904
C -2.21 -0.99 5.82 -0.0949
C -1.63 -1.46 4.66 -0.3953
S -2.00 -0.67 3.09 1.0222
N -0.97 -1.44 2.04 -0.3099
C -0.26 -2.48 2.31 -0.3344
C 0.42 -3.14 1.19 -0.2063
C 1.30 -4.22 1.37 0.0085
C 1.75 -4.91 0.27 -0.0437
C 1.32 -4.51 -0.99 -0.0384
C 0.52 -3.38 -1.08 -0.1154
N 0.08 -2.71 -0.03 0.0881
H 0.45 -3.84 3.68 0.1216
H 0.26 -3.93 5.99 0.1100
H -0.86 -3.14 8.04 0.1006
H -2.45 -1.24 7.93 0.1021
H -2.89 -0.15 5.75 0.1085
H 1.65 -4.50 2.35 0.1082
H 2.41 -5.76 0.39 0.1114
H 1.62 -5.05 -1.87 0.1088
H 0.19 -3.02 -2.04 0.1089
C 2.73 -1.43 -2.87 -0.0243
C 3.53 -0.32 -2.18 -0.6147
C 5.03 -0.54 -2.40 -0.0198
C 3.09 1.04 -2.72 -0.0161
O 3.34 -0.44 -0.76 -0.1419
P 2.03 0.08 0.04 0.3005
O 1.80 -0.78 1.22 -0.2337
O 0.84 0.14 -0.91 -0.3560
O 2.32 1.62 0.39 -0.1642
C 3.39 2.09 1.21 -0.6193
C 3.88 1.03 2.19 -0.0377
C 4.55 2.51 0.30 -0.0254
C 2.83 3.30 1.96 -0.0269
H 2.93 -1.44 -3.93 0.0898
H 1.67 -1.24 -2.70 0.0592
H 3.00 -2.39 -2.44 0.0808
H 5.26 -0.58 -3.46 0.0870
H 5.32 -1.48 -1.93 0.0869
H 5.61 0.26 -1.94 0.0737
H 3.09 1.03 -3.81 0.0932
H 3.74 1.83 -2.37 0.0741
H 2.08 1.24 -2.38 0.0621
H 4.18 0.14 1.63 0.0739
H 3.09 0.75 2.87 0.0877
H 4.74 1.41 2.76 0.0920
H 4.95 1.63 -0.20 0.0648
H 5.33 2.98 0.89 0.0870
H 4.20 3.22 -0.45 0.0837
H 1.99 2.99 2.58 0.0649
H 2.48 4.05 1.25 0.0844
H 3.61 3.74 2.59 0.0851
```

Properties
LUMO, eV: -0.406
HOMO-LUMO gap, eV: 5.99
Total charge: 0
F_max, eV/A: 2.009
HOMO energy, eV: -6.40

=====

# H3IO3Si

H3IO3Si in the gas phase at a distorted geometry (ωB97M-V with the def2-TZVPD basis set, OMol25).

XYZ file:
```
8
Properties=species:S:1:pos:R:3:lowdin_charge:R:1
O -0.22 -1.07 1.22 -0.2004
Si 0.21 -0.35 -0.21 -0.1144
O -0.30 -0.86 -1.60 -0.1038
O -0.70 1.39 -0.14 -0.2668
I 2.62 -0.04 -0.24 0.5392
H -0.22 -0.59 2.10 0.1083
H -1.17 -0.48 -1.56 0.0553
H -0.22 1.99 0.43 -0.0173
```

Properties
LUMO, eV: 0.113
HOMO-LUMO gap, eV: 10.25
Total charge: 0
F_max, eV/A: 6.301
HOMO energy, eV: -10.14

=====

# C16H16CoN2O4S

A molecular structure, C16H16CoN2O4S at a distorted geometry (ωB97M-V with the def2-TZVPD basis set, OMol25).

XYZ file:
```
40
Properties=species:S:1:pos:R:3:mulliken_spin:R:1
Co -0.94 -0.16 -1.72 1.0936
N -1.59 1.81 -2.41 -0.0060
C -0.71 2.12 -3.55 0.0000
C -0.36 0.84 -4.32 -0.0022
O 0.03 0.90 -5.48 0.0027
N -0.53 -0.25 -3.58 -0.0442
C -0.23 -1.55 -4.12 0.0081
C -0.13 -2.55 -2.93 0.0005
O 0.06 -3.73 -3.16 -0.0037
O -0.26 -2.01 -1.77 -0.0311
H -2.51 1.54 -2.78 0.0005
H -1.73 2.62 -1.83 -0.0005
H 0.23 2.54 -3.17 -0.0002
H -1.14 2.84 -4.25 -0.0009
H 0.71 -1.56 -4.68 -0.0031
H -1.01 -1.92 -4.78 -0.0049
O -1.64 -0.25 0.17 -0.0119
S -0.90 -1.14 1.14 -0.0047
C -1.08 -0.29 2.73 0.0012
C -1.42 1.05 2.73 -0.0002
C -1.57 1.71 3.94 -0.0002
C -1.38 1.02 5.13 0.0002
C -1.05 -0.33 5.12 -0.0001
C -0.90 -0.99 3.91 -0.0003
C 0.86 -0.76 0.93 -0.0057
C 1.26 0.30 0.14 0.0017
C 2.61 0.55 -0.05 0.0002
C 3.55 -0.27 0.56 -0.0012
C 3.14 -1.33 1.36 0.0040
C 1.79 -1.58 1.55 -0.0008
H -1.59 1.56 1.79 0.0000
H -1.84 2.76 3.95 0.0000
H -1.49 1.54 6.07 0.0000
H -0.93 -0.86 6.05 0.0000
H -0.67 -2.05 3.89 0.0000
H 0.52 0.96 -0.32 0.0088
H 2.93 1.37 -0.66 -0.0002
H 4.60 -0.09 0.41 0.0001
H 3.87 -1.97 1.83 0.0002
H 1.46 -2.41 2.17 0.0000
```

Properties
LUMO (alpha / beta), eV: -0.068 / -0.070
HOMO-LUMO gap (alpha / beta), eV: 8.17 / 8.17
⟨S²⟩: 0.782
Total charge: 0
F_max, eV/A: 1.926
Spin multiplicity: 2
HOMO energy (alpha / beta), eV: -8.24 / -8.24

=====

# C4H5OS2

A gas-phase ion, C4H5OS2 (charge -1) at a distorted geometry (ωB97M-V with the def2-TZVPD basis set, OMol25).

XYZ file:
```
12
Properties=species:S:1:pos:R:3:lowdin_charge:R:1
C 0.52 1.41 -0.97 -0.0631
C -0.23 1.00 0.04 -0.3468
C -0.03 -0.14 0.93 -0.6597
S 1.77 -0.48 1.07 0.6265
C -0.84 -1.49 0.09 -1.0426
O -0.04 -2.07 -0.60 -0.1453
S -2.48 -1.46 0.30 0.4593
H 0.10 2.20 -1.61 0.0403
H 1.33 0.85 -1.42 0.0378
H -1.22 1.44 0.25 0.0933
H -0.63 0.17 1.86 0.0935
H 1.74 -1.47 0.06 -0.0931
```

Properties
LUMO, eV: 3.430
HOMO-LUMO gap, eV: 7.19
Total charge: -1
F_max, eV/A: 3.342
HOMO energy, eV: -3.75

=====

# C43H54CrN6O5Se

A molecular structure, C43H54CrN6O5Se at a distorted geometry (ωB97M-V with the def2-TZVPD basis set, OMol25).

XYZ file:
```
110
Properties=species:S:1:pos:R:3:mulliken_spin:R:1
Cr -0.56 0.13 -0.26 2.9407
C 1.64 5.87 5.42 0.0001
C 2.36 4.57 5.06 0.0004
C 3.74 4.93 4.49 0.0007
C 2.54 3.76 6.35 0.0005
C 1.59 3.75 4.03 0.0068
C 2.08 2.52 3.62 -0.0052
C 1.42 1.76 2.67 -0.0192
Se 2.19 0.07 2.16 -0.0007
C 3.15 0.67 0.61 0.0029
C 4.42 1.18 0.81 -0.0004
C 5.19 1.60 -0.26 0.0050
C 4.63 1.47 -1.53 -0.0029
C 3.36 0.97 -1.77 -0.0040
C 2.53 0.57 -0.67 0.0046
O 1.32 0.11 -0.86 0.0360
C 2.82 0.94 -3.21 0.0059
C 1.74 2.03 -3.34 -0.0077
C 2.23 -0.44 -3.56 -0.0087
C 3.91 1.23 -4.25 -0.0001
C 6.58 2.18 -0.01 0.0003
C 7.47 1.11 0.65 0.0002
C 7.26 2.63 -1.31 0.0002
C 6.48 3.40 0.91 0.0010
C 0.22 2.20 2.05 0.0072
O -0.39 1.51 1.12 0.0369
C -0.30 3.45 2.48 -0.0033
C 0.40 4.18 3.44 0.0003
C -1.58 4.01 1.86 0.0012
C -1.99 5.34 2.49 0.0002
C -2.76 3.03 2.06 0.0063
C -1.38 4.24 0.35 -0.0086
H 2.23 6.43 6.15 0.0000
H 0.66 5.67 5.86 0.0000
H 1.50 6.51 4.54 0.0000
H 4.33 5.49 5.22 0.0000
H 3.64 5.54 3.58 0.0001
H 4.30 4.03 4.22 -0.0001
H 3.08 4.34 7.10 0.0000
H 3.09 2.84 6.16 -0.0001
H 1.56 3.49 6.76 0.0001
H 2.99 2.11 4.04 -0.0005
H 4.78 1.23 1.82 -0.0012
H 5.22 1.78 -2.38 -0.0008
H 0.99 1.90 -2.57 0.0011
H 1.25 1.97 -4.31 0.0005
H 2.19 3.02 -3.22 -0.0004
H 1.43 -0.70 -2.88 0.0117
H 3.01 -1.21 -3.52 -0.0004
H 1.82 -0.41 -4.58 0.0002
H 4.31 2.24 -4.14 0.0001
H 3.47 1.16 -5.24 -0.0002
H 4.73 0.51 -4.18 0.0000
H 7.57 0.24 0.00 0.0001
H 7.03 0.78 1.59 0.0000
H 8.46 1.51 0.86 0.0000
H 7.40 1.79 -2.00 -0.0001
H 8.25 3.04 -1.08 0.0000
H 6.68 3.40 -1.81 0.0000
H 6.02 3.13 1.87 -0.0002
H 5.86 4.17 0.45 0.0000
H 7.47 3.82 1.11 0.0000
H 0.00 5.13 3.74 -0.0008
H -2.17 5.24 3.56 0.0001
H -2.91 5.69 2.02 -0.0001
H -1.22 6.11 2.34 0.0001
H -2.83 2.73 3.11 0.0000
H -2.65 2.16 1.43 0.0025
H -3.70 3.52 1.79 0.0001
H -0.57 4.96 0.18 -0.0001
H -2.29 4.63 -0.09 0.0001
H -1.13 3.31 -0.15 0.0017
O -0.97 1.50 -1.58 0.0199
C -1.51 1.43 -2.75 -0.0005
C -1.89 2.64 -3.39 0.0021
C -2.43 2.66 -4.64 -0.0012
C -2.64 1.47 -5.35 0.0057
C -2.29 0.28 -4.76 -0.0029
C -1.74 0.22 -3.47 0.0195
C -1.37 -1.05 -2.89 0.0036
N -0.90 -1.27 -1.67 -0.0554
C -0.67 -2.62 -1.55 0.0229
C -1.02 -3.24 -2.70 0.0019
N -1.47 -2.24 -3.53 0.0016
H -1.72 3.55 -2.82 0.0000
H -2.72 3.61 -5.09 -0.0003
H -3.07 1.48 -6.34 0.0006
H -2.47 -0.64 -5.31 0.0003
H -0.24 -3.04 -0.65 0.0025
H -1.00 -4.27 -3.00 -0.0005
H -1.79 -2.35 -4.48 -0.0001
N -3.48 -1.91 0.06 0.0020
C -3.59 -0.55 -0.16 0.0138
O -2.61 0.19 0.09 -0.0394
C -4.83 -0.07 -0.61 -0.0016
C -5.90 -0.96 -0.86 -0.0007
N -6.77 -1.70 -1.03 0.0005
C -5.04 1.30 -0.87 0.0018
N -5.26 2.41 -1.11 0.0003
H -2.54 -2.26 0.06 0.0002
H -4.17 -2.50 -0.36 0.0001
C -1.05 -2.76 3.08 -0.0011
C -1.03 -1.49 2.27 0.0112
N -1.48 -0.39 2.86 0.0031
O -0.58 -1.50 1.11 -0.0251
H -0.40 -2.65 3.95 0.0003
H -0.67 -3.58 2.47 -0.0003
H -2.06 -2.99 3.42 0.0001
H -1.82 -0.39 3.81 -0.0004
H -1.41 0.48 2.34 0.0059
```

Properties
LUMO (alpha / beta), eV: 2.101 / 2.102
HOMO-LUMO gap (alpha / beta), eV: 7.01 / 7.03
⟨S²⟩: 3.768
Total charge: -1
F_max, eV/A: 1.079
Spin multiplicity: 4
HOMO energy (alpha / beta), eV: -4.91 / -4.93

=====

# C26H32CdN6OS

A molecular structure, C26H32CdN6OS at a distorted geometry (ωB97M-V with the def2-TZVPD basis set, OMol25).

XYZ file:
```
67
Properties=species:S:1:pos:R:3:lowdin_charge:R:1
Cd 0.47 -0.51 0.42 1.2923
N 4.04 1.09 -1.55 0.0498
C 3.12 0.89 -0.56 -0.9672
S 3.12 -0.65 0.18 0.4900
N 2.39 1.93 -0.23 -0.0397
N 1.33 1.73 0.55 -0.0478
C 0.83 2.69 1.26 -0.2085
C 1.44 4.03 1.38 -0.1914
C 1.79 4.51 2.65 -0.0351
C 2.44 5.72 2.79 -0.0816
C 2.72 6.49 1.67 -0.0912
C 2.35 6.04 0.42 -0.0807
C 1.72 4.82 0.27 -0.0344
C -0.34 2.39 2.07 -0.2393
C -1.19 3.42 2.50 -0.0121
C -2.29 3.12 3.26 -0.0584
C -2.53 1.79 3.59 -0.0554
C -1.64 0.83 3.13 -0.1410
N -0.58 1.11 2.39 0.0696
H 4.79 0.43 -1.60 0.0682
H 4.23 2.05 -1.82 0.0897
H 1.58 3.91 3.52 0.1208
H 2.72 6.07 3.77 0.1016
H 3.22 7.44 1.79 0.1000
H 2.55 6.65 -0.45 0.1006
H 1.44 4.47 -0.72 0.1066
H -0.97 4.44 2.20 0.1162
H -2.97 3.90 3.59 0.1075
H -3.38 1.52 4.19 0.1008
H -1.77 -0.21 3.38 0.0995
C 0.00 -0.84 -2.84 -0.1089
N -0.46 0.23 -1.96 -0.3251
C -0.11 1.52 -2.52 -0.1143
C -1.91 0.12 -1.76 -0.1979
C -2.34 -0.93 -0.75 -0.2757
C -3.63 -1.42 -0.88 -0.0682
C -4.16 -2.31 0.05 -0.1062
C -3.38 -2.69 1.12 -0.1163
C -2.09 -2.18 1.25 -0.1964
C -1.53 -1.30 0.32 -0.2300
H -0.47 -0.77 -3.83 0.0912
H -0.24 -1.80 -2.40 0.0645
H 1.08 -0.77 -2.95 0.0861
H -0.59 1.68 -3.50 0.0898
H 0.97 1.58 -2.65 0.0719
H -0.43 2.31 -1.85 0.0749
H -2.41 -0.08 -2.72 0.1221
H -2.26 1.09 -1.39 0.1254
H -4.25 -1.11 -1.72 0.1044
H -5.16 -2.68 -0.06 0.0950
H -3.78 -3.37 1.86 0.0948
H -1.51 -2.49 2.12 0.0740
C 0.05 -6.32 -1.50 -0.0575
N 0.70 -5.04 -1.57 -0.1596
C 1.24 -4.63 -2.85 -0.0433
C 0.70 -4.17 -0.54 -0.5069
C 0.21 -4.71 0.78 0.0031
O 1.11 -3.02 -0.66 -0.0949
H 0.11 -6.79 -2.48 0.0881
H -1.00 -6.20 -1.23 0.0925
H 0.52 -6.97 -0.77 0.0894
H 2.00 -5.34 -3.18 0.0921
H 1.69 -3.65 -2.73 0.0805
H 0.45 -4.58 -3.60 0.0933
H 0.84 -5.53 1.11 0.0869
H -0.82 -5.06 0.71 0.0809
H 0.27 -3.90 1.51 0.0711
```

Properties
LUMO, eV: 0.246
HOMO-LUMO gap, eV: 7.60
Total charge: 0
F_max, eV/A: 1.494
HOMO energy, eV: -7.35

=====

# C5H6O

C5H6O in the gas phase at a distorted geometry (ωB97M-V with the def2-TZVPD basis set, OMol25).

XYZ file:
```
12
Properties=species:S:1:pos:R:3:lowdin_charge:R:1
C 2.29 -0.26 0.79 0.1490
C 1.97 0.03 -0.34 -0.0089
C 0.63 0.15 -0.86 -0.4289
O 0.26 -0.06 -1.99 0.0743
C -0.34 0.39 0.32 -0.1958
C -1.65 -0.15 -0.19 -0.1062
H 2.69 -0.61 1.71 0.0542
H 0.23 -0.04 1.17 0.0883
H -0.41 1.46 0.56 0.1273
H -2.53 0.37 0.23 0.0748
H -1.78 -1.23 -0.06 0.0726
H -1.36 -0.05 -1.34 0.0992
```

Properties
LUMO, eV: 0.203
HOMO-LUMO gap, eV: 10.38
Total charge: 0
F_max, eV/A: 3.083
HOMO energy, eV: -10.17